[1]
This record from the OMol25 dataset describes 9 unconnected molecules or ions with the total composition C18H54O9 at a distorted geometry. The level of theory is ωB97M-V with the def2-TZVPD basis set.

Results
Energy above the lowest of the compared OMol25 structures with the same formula, charge and spin (kJ/mol): 468.1
LUMO (eV): 0.36
E (eV): -37965.01372
Highest occupied orbital energy (eV): -10.1

Structure (ORCA input):
```
! RIJCOSX wB97M-V def2-TZVPD def2/J DEFGRID3
* xyz 0 1
O -9.005 -6.820 6.418
O -1.576 -6.530 10.133
O -10.068 -14.756 7.513
O -4.895 -10.277 10.259
O -12.917 -4.455 6.870
O -7.563 -6.591 -2.155
O -5.407 -12.573 6.431
O -15.660 -8.335 5.925
O -6.280 -3.303 4.492
C -4.976 -10.712 11.604
C -4.294 -11.282 4.688
C -12.790 -2.589 8.354
C -13.581 -3.801 7.931
C -7.641 -8.942 -2.210
C -9.268 -8.612 5.053
C -5.822 -4.087 3.424
C -1.855 -5.420 9.351
C -3.062 -5.727 8.462
C -4.526 -12.682 5.302
C -11.139 -13.998 6.951
C -8.708 -8.238 6.397
C -15.141 -9.974 7.633
C -4.376 -3.866 3.018
C -15.492 -9.714 6.131
C -6.252 -11.505 11.794
C -12.446 -14.849 6.875
C -6.900 -7.735 -2.701
H -5.168 -10.765 4.294
H -14.296 -9.324 7.860
H -13.281 -14.288 6.455
H -4.188 -4.515 2.163
H -6.848 -7.718 -3.790
H -2.039 -4.557 9.991
H -5.892 -7.593 -2.311
H -6.448 -11.874 12.801
H -7.778 -9.041 -1.133
H -12.257 -15.753 6.297
H -9.240 -14.297 7.353
H -3.702 -10.732 5.419
H -4.189 -2.841 2.697
H -4.986 -9.829 12.243
H -11.785 -2.879 8.664
H -14.659 -10.069 5.525
H -3.255 -4.953 7.720
H -8.628 -8.861 -2.664
H -6.438 -3.946 2.536
H -6.990 -5.824 -2.089
H -11.228 -13.077 7.528
H -9.946 -6.631 6.372
H -4.925 -13.317 4.511
H -4.003 -5.766 9.010
H -12.657 -15.198 7.886
H -4.260 -9.557 10.281
H -13.370 -2.049 9.103
H -14.920 -11.022 7.835
H -2.925 -6.649 7.897
H -7.630 -8.385 6.457
H -9.174 -8.840 7.177
H -12.721 -1.821 7.584
H -13.496 -5.049 6.387
H -7.108 -9.848 -2.499
H -5.854 -5.150 3.660
H -6.746 -3.938 5.040
H -16.406 -8.084 6.474
H -3.655 -4.158 3.781
H -3.623 -13.256 5.513
H -4.115 -11.314 11.897
H -9.060 -9.641 4.761
H -7.098 -10.919 11.434
H -8.903 -7.966 4.255
H -13.764 -4.557 8.695
H -14.537 -3.538 7.479
H -15.920 -9.711 8.349
H -3.590 -11.417 3.866
H -0.925 -5.217 8.821
H -10.911 -13.711 5.924
H -16.321 -10.316 5.757
H -6.166 -12.375 11.143
H -10.351 -8.486 5.030
H -4.967 -11.970 7.034
H -1.109 -6.242 10.921
*
```

[2]
This record from the OMol25 dataset describes C3H2NP in the gas phase at a distorted geometry. The level of theory is ωB97M-V with the def2-TZVPD basis set.

Results
Energy above the lowest of the compared OMol25 structures with the same formula, charge and spin (kJ/mol): 11.1
LUMO (eV): -1.16
E (eV): -13919.27317
Highest occupied orbital energy (eV): -9.8

Structure (ORCA input):
```
! RIJCOSX wB97M-V def2-TZVPD def2/J DEFGRID3
* xyz 0 1
P 2.203 0.455 -0.259
N 0.291 2.962 2.317
C 1.039 1.031 0.784
C 0.297 0.115 -0.046
C 0.629 2.058 1.685
H -0.365 0.386 -0.817
H 0.065 -0.765 0.351
*
```

[3]
This record from the OMol25 dataset describes a molecular structure, C7H7F6N11O6RuS2 at a distorted geometry. The level of theory is ωB97M-V with the def2-TZVPD basis set.

Results
Energy above the lowest of the compared OMol25 structures with the same formula, charge and spin (kJ/mol): 16.2
LUMO (spin up / spin down) (eV): 2.36 / 0.71
<S²>: 8.758
E (eV): -76602.69977
Highest occupied orbital energy (spin up / spin down) (eV): -5.0 / -5.9

Structure (ORCA input):
```
! RIJCOSX wB97M-V def2-TZVPD def2/J DEFGRID3
* xyz -1 6
Ru -1.967 12.250 8.185
S -0.419 15.080 8.516
S -3.198 15.173 7.493
F -4.768 15.782 9.564
F -3.998 17.505 8.357
F 1.604 15.957 6.974
F -0.342 17.014 6.753
F -0.012 15.022 5.796
F -5.589 16.248 7.580
O -3.630 13.744 7.733
O -4.279 12.569 11.425
O -0.232 13.570 8.661
O 0.285 15.869 9.512
O -2.485 12.498 10.116
O -3.133 15.617 6.114
N 0.515 9.212 9.478
N -1.513 12.221 6.174
N -0.335 11.893 4.353
N -1.939 15.659 8.458
N -0.529 10.011 9.624
N 0.503 10.889 6.399
N 1.059 9.371 8.255
N -3.603 10.770 7.455
N -0.665 10.748 8.511
N -2.164 12.745 5.134
N -1.467 12.533 4.031
C -3.698 11.922 10.579
C -4.023 10.532 10.036
C -0.392 11.652 5.676
C 0.268 15.804 6.907
C 0.297 10.336 7.662
C -4.481 16.233 8.319
C -4.560 10.302 8.572
H -4.193 11.212 6.733
H -4.795 9.223 8.419
H -4.824 10.209 10.719
H 1.316 10.613 5.854
H -3.134 9.918 10.224
H -5.513 10.820 8.423
H -3.209 9.940 6.983
*
```

[4]
This record from the OMol25 dataset describes C5H7IN2 in the gas phase at a distorted geometry. The level of theory is ωB97M-V with the def2-TZVPD basis set.

Results
Energy above the lowest of the compared OMol25 structures with the same formula, charge and spin (kJ/mol): 238.0
LUMO (spin up / spin down) (eV): 0.26 / -1.56
<S²>: 2.053
E (eV): -16371.68068
Highest occupied orbital energy (spin up / spin down) (eV): -6.5 / -8.1

Structure (ORCA input):
```
! RIJCOSX wB97M-V def2-TZVPD def2/J DEFGRID3
* xyz 0 3
I -4.085 0.685 0.038
N 0.091 -1.029 -0.156
N -0.797 -2.067 -0.038
C 0.694 1.336 0.043
C 2.202 0.905 -0.153
C -2.035 -1.670 0.183
C -0.220 0.202 -0.132
C -2.468 -0.460 0.678
H 2.131 0.328 -1.073
H 0.546 2.166 -0.638
H 2.433 0.043 0.478
H -2.717 -2.497 0.295
H 0.215 1.779 0.990
H 3.005 1.706 -0.296
H 1.004 -1.428 -0.220
*
```

[5]
This record from the OMol25 dataset describes a molecular structure, C39H59F4N9O2RbS at a distorted geometry. The level of theory is ωB97M-V with the def2-TZVPD basis set.

Results
Energy above the lowest of the compared OMol25 structures with the same formula, charge and spin (kJ/mol): 116.6
LUMO (eV): 1.54
E (eV): -81268.70731
Highest occupied orbital energy (eV): -4.1

Structure (ORCA input):
```
! RIJCOSX wB97M-V def2-TZVPD def2/J DEFGRID3
* xyz -1 1
Rb -1.946 0.001 -0.816
S 4.121 -3.027 -0.263
F -3.524 -1.646 -5.756
F -4.354 2.787 -6.841
F -2.064 -1.001 -3.561
F -3.149 3.601 -4.650
O 4.336 -0.848 -5.946
O 3.976 -2.202 -4.176
N 2.284 -2.631 -2.227
N 2.732 2.050 -0.407
N -1.698 1.730 -2.928
N 1.743 -4.124 -0.691
N 4.340 0.362 -0.638
N 2.912 1.241 -4.869
N -1.507 -1.802 2.061
N -1.329 3.228 -0.180
N 2.245 -0.203 0.030
C 0.280 -3.356 2.484
C 1.023 -3.218 -2.638
C -0.404 -2.166 2.990
C -3.780 1.854 -6.073
C 3.115 0.758 -0.359
C -0.140 1.967 1.588
C -4.382 1.204 2.920
C -0.551 3.293 -1.430
C 1.409 -3.833 3.482
C -2.462 4.134 -0.154
C -2.418 1.374 -3.969
C 0.697 -1.081 3.139
C 3.949 -1.058 -4.772
C -4.522 0.309 1.860
C -5.720 0.399 0.922
C 0.825 -4.214 4.845
C 0.469 -3.765 -1.352
C -3.080 2.232 -4.952
C -0.394 3.369 0.976
C -3.324 -0.374 -5.546
C -2.618 0.018 -4.364
C 2.443 -2.748 3.723
C 2.713 -3.312 -1.147
C -3.276 1.018 3.751
C 1.045 -1.823 5.517
C -1.357 3.115 -2.722
C -3.767 3.573 -0.691
C 3.589 0.202 -4.000
C 0.119 -2.970 5.341
C -3.145 1.873 4.948
C -2.349 0.003 3.530
C 5.325 1.378 -1.028
C -3.585 -0.715 1.595
C -3.872 0.523 -6.440
C 4.969 0.645 -3.514
C -2.426 -0.888 2.375
C 5.120 1.845 -2.507
C -0.989 -2.661 4.359
C 1.713 -1.472 4.187
H -2.519 1.459 5.789
H 2.423 -0.667 4.246
H 1.749 -2.109 6.260
H 6.312 0.919 -1.038
H 3.037 -2.490 2.800
H -0.304 -3.270 6.334
H 1.301 -0.094 -0.175
H -4.508 0.254 -7.288
H -1.033 1.513 2.007
H -3.905 2.608 -0.316
H -2.750 2.797 4.608
H 2.611 -1.162 0.076
H 5.551 -0.219 -3.115
H 1.820 -4.466 0.242
H -0.223 -4.617 -1.468
H 1.127 -0.890 2.172
H -4.669 4.145 -0.530
H 0.213 2.498 -1.385
H -3.818 -1.413 0.796
H 4.480 -0.640 -0.756
H 5.275 2.189 -0.299
H -0.875 4.040 1.650
H 0.285 1.264 0.790
H 3.317 0.979 -5.771
H -0.095 4.301 -1.485
H 0.797 -3.077 1.578
H -2.640 4.278 0.903
H 2.968 -0.037 -3.151
H 5.901 2.564 -2.754
H 4.255 2.485 -2.584
H -5.086 1.970 3.136
H -0.475 -4.134 2.247
H 3.029 -2.425 -3.011
H -0.650 3.458 -3.504
H -5.749 -0.439 0.214
H -0.025 -2.969 -0.740
H -6.649 0.415 1.466
H -1.645 -3.529 4.158
H 0.121 -5.027 4.805
H 0.584 1.987 2.380
H -3.657 3.501 -1.779
H 1.694 -4.553 5.429
H -5.713 1.290 0.292
H 0.535 3.857 0.634
H 0.231 -0.152 3.432
H -2.158 3.822 -2.766
H -1.588 -1.931 4.839
H 0.399 -2.505 -3.128
H -1.544 -0.164 4.225
H 1.294 -3.994 -3.385
H 3.110 2.724 -1.005
H 3.201 -3.064 4.487
H 1.966 2.343 0.157
H -4.183 2.123 5.274
H -2.160 5.092 -0.574
H 5.478 0.863 -4.424
H 1.856 -4.689 3.066
H 1.929 1.015 -4.878
H 0.408 -0.975 5.799
*
```

Question: Look up the energy above the lowest of the compared OMol25 structures with the same formula, charge and spin of the fifth one.
Answer: 116.6 kJ/mol